1.
DFT (ωB97M-V/def2-TZVPD) results for a cluster of 2 separate species, H3O3P in total in a non-equilibrium geometry.

Geometry as XYZ:
```
7
Properties=species:S:1:pos:R:3
O 3.79 0.46 -1.19
O -0.99 0.18 0.04
O 2.13 -0.05 0.62
P 3.65 0.01 0.22
H -1.11 -0.07 -0.89
H -1.75 -0.09 0.57
H 1.34 0.32 0.31
```

Its energy is -15480.863 eV. As for the energy above the lowest of the compared OMol25 structures with the same formula, charge and spin: 0.7317 eV. As for the HOMO-LUMO gap: 10.8 eV. The spin multiplicity is 1. The SMILES is O=PO.O.

2.
DFT (ωB97M-V/def2-TZVPD) results for a cluster of 2 separate species, H3O3P3 in total in a non-equilibrium geometry.

Geometry as XYZ:
```
9
Properties=species:S:1:pos:R:3
O 1.89 -3.45 2.30
O -0.18 -3.49 0.93
O 0.09 -1.48 2.56
P -0.54 -0.33 -0.14
P 1.02 -0.51 1.36
P 0.82 -2.65 1.65
H 0.33 -0.53 -1.04
H -0.39 1.18 -0.13
H 2.53 0.12 -0.61
```

Its energy is -34055.818 eV. As for the energy above the lowest of the compared OMol25 structures with the same formula, charge and spin: 2.1848 eV. As for the HOMO-LUMO gap: 5.8 eV. The spin multiplicity is 1. The net charge is -2.